Molecular formula: C29H78FN2O32P9S
Method: DFT, the ωB97M-V functional and the def2-TZVPD basis

```
152
Properties=species:S:1:pos:R:3:lowdin_charge:R:1
C 4.38719 0.99566 -3.04268 0.125
C 3.56526 1.66476 -2.49111 -0.134
C 2.72911 2.64193 -1.75643 -0.287
C 2.19392 2.10125 -0.39910 -0.195
C 3.23073 2.16245 0.75523 -0.598
P 2.35705 1.76242 2.37108 0.735
N 1.56223 0.39730 2.23545 -0.297
P 4.53083 0.80858 0.54882 0.877
N 4.86505 0.15072 2.12407 -0.201
O 3.77749 -0.43756 -0.25730 -0.298
C 3.84977 3.57978 0.93938 -0.380
C 4.63051 3.71038 2.26942 -0.146
C 5.72261 4.77624 2.25678 -0.191
F 6.77257 4.47549 1.41067 -0.041
O 4.63892 3.96997 -0.20730 -0.193
S 3.73769 4.15952 -1.51453 0.644
O 4.59807 4.24826 -2.64594 -0.255
O 2.88686 5.31299 -1.46498 -0.263
H 5.27550 0.65266 -3.52700 0.051
H 1.88269 2.90382 -2.39821 0.135
H 1.80494 1.07973 -0.45055 0.095
H 1.35846 2.75386 -0.09086 0.124
H 1.47948 2.81796 2.73680 0.022
H 3.31210 1.60075 3.39794 0.008
H 0.57958 0.56377 2.43003 -0.045
H 5.79067 -0.25630 2.03032 0.022
H 4.20786 -0.62239 2.26204 0.031
H 4.40914 -0.76919 -0.90408 0.033
H 3.00863 4.29687 0.99739 0.148
H 3.92369 3.99522 3.06523 0.099
H 5.06943 2.73444 2.51833 0.086
H 6.14861 4.80440 3.27365 0.122
H 5.33226 5.78991 2.08937 0.131
C -1.22682 -0.52729 -5.83523 -0.088
O -0.43079 -0.14902 -4.70843 -0.212
P -1.14379 0.16595 -3.31905 0.339
O -0.21485 0.50223 -2.24480 -0.208
O -2.06462 -1.09630 -3.05437 -0.225
C -1.40755 -2.33792 -2.76118 -0.072
O -2.20737 1.28759 -3.67527 -0.216
C -1.72026 2.62836 -3.79086 -0.086
H -0.97754 -1.55090 -6.11327 0.088
H -2.29469 -0.46562 -5.62685 0.087
H -0.98984 0.13480 -6.66645 0.091
H -0.36478 -2.18698 -2.47934 0.088
H -1.45537 -2.98002 -3.64047 0.090
H -1.93279 -2.81991 -1.94044 0.089
H -2.29061 3.13117 -4.56901 0.091
H -0.66293 2.65026 -4.05894 0.084
H -1.86709 3.14911 -2.84581 0.091
C 0.15858 7.76049 6.88537 -0.083
O 1.11491 7.27450 5.93657 -0.208
P 1.19053 5.71521 5.63234 0.334
O 2.18280 5.36770 4.61893 -0.225
O -0.30140 5.30104 5.30309 -0.216
C -0.86980 5.79854 4.08573 -0.081
O 1.40006 5.04665 7.05275 -0.245
C 2.72990 5.05727 7.58755 -0.074
H -0.55922 8.39454 6.36638 0.091
H -0.37559 6.95254 7.38500 0.087
H 0.68156 8.35366 7.63309 0.093
H -0.10482 6.16992 3.40292 0.089
H -1.56459 6.60448 4.32143 0.090
H -1.41299 4.98925 3.60349 0.092
H 2.66017 5.16889 8.66813 0.092
H 3.31851 5.88192 7.18446 0.090
H 3.21973 4.11272 7.35542 0.094
C -8.06295 -2.76401 -3.67954 -0.082
O -6.72931 -3.27163 -3.57518 -0.246
P -6.12790 -3.61117 -2.13613 0.336
O -4.77323 -4.15331 -2.19211 -0.217
O -7.21239 -4.54333 -1.45963 -0.210
C -7.38702 -5.85603 -2.01267 -0.076
O -6.29162 -2.26894 -1.31423 -0.211
C -5.30720 -1.25673 -1.55681 -0.084
H -8.67565 -3.49201 -4.21153 0.088
H -8.50730 -2.56970 -2.70381 0.088
H -8.03851 -1.83670 -4.24926 0.096
H -6.55098 -6.14491 -2.65067 0.081
H -8.30890 -5.87641 -2.59493 0.089
H -7.46730 -6.56651 -1.19415 0.093
H -5.78554 -0.28244 -1.47981 0.091
H -4.86679 -1.35559 -2.54956 0.080
H -4.52393 -1.32994 -0.80432 0.094
C 9.91759 5.63753 1.16072 -0.090
O 11.26076 5.14117 1.17106 -0.212
P 11.97097 4.84605 2.56499 0.328
O 13.31979 4.30769 2.43016 -0.217
O 10.94017 3.93341 3.35130 -0.215
C 10.72765 2.60888 2.85551 -0.087
O 11.85555 6.20999 3.36601 -0.218
C 12.80548 7.23038 3.04337 -0.090
H 9.27130 4.89384 0.69810 0.081
H 9.54902 5.85280 2.16331 0.084
H 9.88734 6.55135 0.56946 0.092
H 11.51472 2.30318 2.16546 0.089
H 9.76479 2.57083 2.34454 0.087
H 10.71121 1.92353 3.70002 0.089
H 12.31157 8.19567 3.13612 0.088
H 13.18136 7.12237 2.02529 0.089
H 13.63707 7.18426 3.74450 0.091
C -3.35682 -4.83350 -8.02053 -0.088
O -4.26668 -3.73333 -7.93683 -0.213
P -5.80674 -3.96355 -8.28006 0.338
O -6.62698 -2.76887 -8.11676 -0.212
O -6.22645 -5.21471 -7.40441 -0.252
C -6.27782 -5.03631 -5.97948 -0.072
O -5.79363 -4.59334 -9.73536 -0.217
C -5.63382 -3.68634 -10.83173 -0.087
H -2.97106 -5.04676 -7.02394 0.090
H -3.82920 -5.73147 -8.41857 0.085
H -2.52925 -4.55222 -8.67007 0.090
H -6.29090 -3.98656 -5.70103 0.070
H -5.40612 -5.51516 -5.53267 0.104
H -7.17879 -5.51540 -5.60153 0.090
H -5.05384 -4.18677 -11.60457 0.089
H -5.11053 -2.77858 -10.52928 0.088
H -6.61271 -3.42579 -11.23020 0.092
C -7.16049 -11.70335 -6.82351 -0.093
O -7.19490 -10.82556 -5.69610 -0.213
P -5.99528 -9.80013 -5.46650 0.330
O -6.18051 -8.93984 -4.30097 -0.222
O -5.83734 -9.05183 -6.85141 -0.208
C -6.90016 -8.16737 -7.23226 -0.076
O -4.69722 -10.70865 -5.44731 -0.215
C -4.40775 -11.39881 -4.22625 -0.087
H -7.98671 -11.45357 -7.48860 0.089
H -6.22398 -11.62951 -7.37597 0.086
H -7.28396 -12.72644 -6.47198 0.090
H -7.54082 -7.91740 -6.38528 0.087
H -7.50111 -8.64392 -8.00806 0.094
H -6.46595 -7.25482 -7.62839 0.067
H -3.96218 -12.35940 -4.47672 0.089
H -5.30985 -11.57049 -3.63785 0.088
H -3.69815 -10.81593 -3.64181 0.092
C 1.95833 1.73146 11.23298 -0.094
O 1.07140 2.84278 11.37796 -0.217
P -0.47796 2.65589 11.03866 0.331
O -1.27178 3.85792 11.26738 -0.215
O -0.91401 1.37522 11.86368 -0.213
C -0.95061 1.49419 13.28874 -0.088
O -0.49017 2.09728 9.55850 -0.209
C -0.32259 3.05869 8.50790 -0.086
H 2.34976 1.46356 12.21410 0.089
H 1.46459 0.86306 10.79735 0.087
H 2.78551 2.02731 10.58930 0.087
H -0.94546 2.53659 13.60889 0.088
H -0.08505 0.98270 13.71105 0.087
H -1.85819 1.01713 13.65089 0.091
H 0.24167 2.59343 7.70296 0.093
H 0.21718 3.93807 8.85291 0.069
H -1.30032 3.35635 8.13235 0.097
```

Computed properties:
Charge: 0
E_HOMO: -8.14 eV
E_tot: -7239.74016 hartree
SMILES: C#C[C@H]1C[C@@]([PH2]=N)(P(N)O)[C@@H](CCF)OS1(=O)=O.COP(=O)(OC)OC.COP(=O)(OC)OC.COP(=O)(OC)OC.COP(=O)(OC)OC.COP(=O)(OC)OC.COP(=O)(OC)OC.COP(=O)(OC)OC


Molecular formula: C29H79BaF3N5O16S
Method: DFT, the ωB97M-V functional and the def2-TZVPD basis

```
134
Properties=species:S:1:pos:R:3:lowdin_charge:R:1
Ba -2.73281 -3.12272 3.63646 1.969
C 0.73952 -0.02111 0.84376 -0.629
F 1.59966 -0.11404 -0.17673 0.157
F 1.29305 -0.63432 1.85691 0.150
F 0.33051 1.18748 1.12690 0.155
S -0.84001 -1.16901 0.38544 0.577
O -1.44371 -1.66197 1.62023 -0.503
O -1.76741 -0.36916 -0.40446 -0.318
O -0.24984 -2.27839 -0.37395 -0.314
C -0.82893 3.87759 -0.54176 -0.224
C 0.04575 3.95524 -1.85864 -0.272
O 0.79817 5.08369 -2.02528 -0.056
O -1.86259 4.88106 -0.49329 -0.062
H -0.15496 3.81239 0.31241 0.070
H -1.23975 2.88781 -0.34261 0.089
H -0.55618 3.82253 -2.75762 0.113
H 0.71162 3.09593 -1.93810 0.108
H 1.47132 4.99884 -1.34611 0.014
H -1.46339 5.74929 -0.58505 0.084
C -0.63479 -0.35630 4.46600 -0.252
C 0.20754 -1.45066 5.11163 -0.229
O 0.12545 -2.60150 4.32946 -0.144
O -2.02560 -0.55524 4.56931 -0.230
H -0.47596 -0.19554 3.39969 0.088
H -0.41646 0.59460 4.95202 0.141
H -0.17184 -1.59776 6.12283 0.131
H 1.22918 -1.07163 5.13783 0.120
H 0.78481 -3.20958 4.67162 0.113
H -2.37852 0.29855 4.30836 0.028
C -2.67937 1.43226 -3.25349 -0.206
C -3.68243 1.95861 -2.17344 -0.211
O -3.91016 0.96596 -1.18876 -0.094
O -1.36408 1.18599 -2.74016 -0.072
H -2.71044 2.20267 -4.02395 0.116
H -3.11053 0.53887 -3.70520 0.108
H -4.59723 2.34114 -2.62612 0.119
H -3.29018 2.86200 -1.70640 0.093
H -3.09035 0.55218 -0.90894 -0.005
H -1.47520 0.40120 -2.19854 0.030
C 2.36806 -4.13003 -1.36855 -0.226
C 2.14889 -4.86162 -0.05291 -0.239
O 0.79358 -4.67772 0.35285 -0.093
O 1.68530 -4.76098 -2.49231 -0.086
H 3.44366 -4.11193 -1.54418 0.114
H 2.03036 -3.09885 -1.26494 0.102
H 2.86520 -4.34707 0.58760 0.103
H 2.39868 -5.91352 -0.19150 0.122
H 0.52014 -3.85512 -0.05963 -0.002
H 0.80858 -4.37484 -2.55439 -0.005
C -1.89139 3.03935 2.77122 -0.031
C -3.37962 2.71124 2.92811 -0.411
C -3.91777 1.93805 1.73449 -0.186
O -5.20920 1.42282 1.99765 -0.188
C -6.22555 2.39729 2.13212 -0.094
N -3.46811 1.93980 4.15010 0.039
H -1.34083 2.13030 2.52915 0.061
H -1.54651 3.54307 3.67423 0.088
H -1.74015 3.76148 1.96887 0.069
H -3.91982 3.63385 3.14039 0.140
H -3.29435 1.09121 1.44761 0.117
H -3.96579 2.59088 0.86294 0.125
H -6.10743 2.82327 3.12846 0.070
H -7.23660 1.99134 2.16510 0.092
H -6.12483 3.20009 1.40174 0.101
H -2.94188 2.31579 4.92586 0.089
H -4.42615 1.95805 4.46938 0.085
C 0.14033 -4.48215 -5.39226 -0.021
C 0.07427 -3.21323 -4.45462 -0.362
C -0.79066 -2.09086 -5.13999 -0.162
O -0.03086 -1.38516 -6.13261 -0.195
C 0.91578 -0.40308 -5.63907 -0.081
N -0.64371 -3.56672 -3.23156 0.043
H -0.79666 -5.02994 -5.29190 0.069
H 1.02210 -5.05165 -5.09856 0.069
H 0.27925 -4.22920 -6.44336 0.077
H 1.09389 -2.93424 -4.18886 0.122
H -1.10681 -1.30507 -4.45392 0.102
H -1.65072 -2.61582 -5.55570 0.108
H 1.29831 0.28370 -6.39412 0.085
H 1.72582 -0.96039 -5.16858 0.074
H 0.53888 0.27121 -4.87007 0.070
H -0.74723 -2.81048 -2.57013 0.057
H -1.56169 -3.86013 -3.53376 0.037
C 2.82813 2.97113 0.79274 -0.065
C 2.71879 4.45154 1.06171 -0.373
C 3.62847 4.92642 2.24432 -0.195
O 3.14067 4.50950 3.52263 -0.192
C 4.20159 4.53001 4.52637 -0.074
N 2.98692 5.13143 -0.24991 0.050
H 3.68090 2.52481 0.28119 0.090
H 1.91981 2.55616 0.35584 0.045
H 2.88878 2.47784 1.76284 0.070
H 1.67434 4.68820 1.26474 0.126
H 3.84966 5.99303 2.20551 0.121
H 4.58741 4.44568 2.05087 0.114
H 4.90633 3.73829 4.27215 0.074
H 3.87962 4.34460 5.55110 0.082
H 4.62269 5.53326 4.59158 0.088
H 3.87055 4.76406 -0.57292 0.086
H 3.27915 6.06794 -0.00980 0.083
C -3.79395 -2.39314 -1.88269 -0.051
C -4.77505 -3.53863 -2.26345 -0.426
C -3.96555 -4.60244 -2.95564 -0.191
O -3.32560 -4.16582 -4.17117 -0.253
C -4.02240 -4.40623 -5.42071 -0.062
N -5.26239 -4.02345 -0.99890 0.035
H -3.23164 -1.97799 -2.71908 0.071
H -3.08209 -2.79398 -1.16111 0.068
H -4.31973 -1.52577 -1.48352 0.068
H -5.45689 -3.13393 -3.01139 0.144
H -4.62337 -5.43229 -3.21395 0.119
H -3.13123 -5.04813 -2.41400 0.134
H -3.43114 -4.18894 -6.31026 0.086
H -4.88666 -3.75275 -5.53960 0.083
H -4.37398 -5.43795 -5.42727 0.086
H -5.95951 -4.73440 -1.16826 0.073
H -5.87677 -3.34425 -0.57307 0.073
C 6.73010 -1.25177 1.52599 -0.048
C 6.55515 0.11942 2.16425 -0.459
C 6.34903 0.06493 3.67062 -0.190
O 5.26478 -0.78615 4.03047 -0.166
C 4.05977 -0.29820 3.53618 -0.142
N 7.79239 0.89910 1.92640 0.050
H 5.93609 -1.97524 1.71100 0.075
H 7.60806 -1.71595 1.97523 0.090
H 6.81955 -1.03171 0.46218 0.082
H 5.67988 0.56622 1.69267 0.113
H 6.15891 1.03310 4.13387 0.114
H 7.21191 -0.32757 4.20866 0.134
H 3.90604 0.76151 3.73987 0.084
H 3.18889 -0.65967 4.08299 0.065
H 3.92958 -0.44383 2.46383 0.079
H 7.94786 0.80203 0.93317 0.066
H 7.44511 1.84035 2.04278 0.065
```

Computed properties:
Relative energy (zero: lowest compared OMol25 entry of this formula, charge and spin): 0.000 eV
Charge: +1
E_HOMO: -9.74 eV
E_tot: -3352.84384 hartree